Entry 1:
Formula: C5H4AgO6
Source: the OMol25 dataset
Level of theory: the ωB97M-V functional and the def2-TZVPD basis

Geometry (Å):
O1 -4.3208 -0.6198 2.4553
C1 -5.1943 -1.2464 2.1027
O2 -0.2565 -0.5128 1.6472
C2 0.9481 -0.5626 1.5154
O3 1.9919 0.1696 -0.5576
C3 1.4393 0.6294 -1.6582
C4 1.5308 -0.9540 0.1857
O4 1.9897 0.5399 -2.7236
Ag1 -2.0972 0.5822 3.1020
H1 1.6356 -0.3190 2.3467
H2 2.4209 -1.5695 0.3734
H3 0.8009 -1.5464 -0.3806
O5 -0.4957 1.4446 -2.7798
C5 0.0437 1.3037 -1.5978
O6 -0.4870 1.6634 -0.5793
H4 0.0506 0.9976 -3.4515

Forces on the atoms, in the same order (eV/Å):
0.170 0.090 0.061
-0.015 0.004 -0.006
-0.339 0.232 0.666
-0.495 0.533 0.002
0.827 0.077 1.549
-0.451 -0.302 -1.801
0.325 -0.729 -0.474
-0.279 0.224 0.496
0.355 -0.355 -0.540
-0.117 0.020 -0.200
-0.192 0.074 -0.163
0.076 0.217 0.142
-0.318 -0.131 -0.575
-0.064 0.010 0.895
0.395 -0.264 -0.089
0.121 0.300 0.036

The HOMO energy comes out at -13.7 eV. The total energy comes out at -791.02153 Eh. The total charge is +1. For the LUMO energy, the calculation gives -5.82 eV. Its spin multiplicity is 1. Its energy relative to the best compared isomer or geometry (same formula, charge and spin) is 11.0 kcal/mol.


Entry 2:
Formula: C5H4BrF3N2O
Source: the OMol25 dataset
Level of theory: the ωB97M-V functional and the def2-TZVPD basis

Geometry (Å):
C1 0.8215 -1.7912 1.7204
C2 -0.5623 -0.2731 0.7488
C3 -0.5805 -0.1637 2.1245
C4 -1.1062 1.2106 -2.1391
C5 0.4042 1.3530 -2.4551
N1 0.3367 -1.3079 0.5737
N2 0.2657 -1.0920 2.7067
O1 -1.8019 0.4271 -2.7064
F1 1.0805 0.2308 -2.1558
F2 0.9644 2.3456 -1.7561
F3 0.6179 1.6109 -3.7505
Br1 -1.5477 0.9903 3.2459
H1 1.5362 -2.5791 1.8330
H2 -1.4304 1.8990 -1.3446
H3 0.4071 -1.2157 3.6958
H4 0.5949 -1.6445 -0.3412

Forces on the atoms, in the same order (eV/Å):
0.135 -0.104 -0.006
-0.564 0.905 0.164
-0.082 0.002 -0.481
0.082 0.071 0.447
0.387 -0.173 -0.141
0.161 -0.158 0.517
-0.052 -0.031 -0.349
0.185 0.102 -0.140
-0.102 -0.167 -0.014
-0.239 0.088 0.133
-0.177 -0.039 -0.080
0.123 -0.130 -0.176
0.133 -0.184 0.090
-0.170 -0.045 -0.042
0.118 -0.105 -0.039
0.062 -0.032 0.115

The HOMO energy comes out at -8.6 eV. The total energy comes out at -3251.22245 Eh. For the LUMO energy, the calculation gives 0.42 eV. Its spin multiplicity is 1. Its energy relative to the best compared isomer or geometry (same formula, charge and spin) is 40.2 kcal/mol.


Entry 3:
Formula: C5H4Cl2O
Source: the OMol25 dataset
Level of theory: the ωB97M-V functional and the def2-TZVPD basis

Geometry (Å):
O1 0.0025 1.6843 -0.0003
C1 0.0024 0.4594 0.0003
C2 -1.2569 -0.3308 -0.0041
C3 -2.4193 0.3195 0.0060
Cl1 -3.9528 -0.4733 -0.0021
C4 1.2645 -0.3211 -0.0032
C5 2.4241 0.3222 -0.0036
Cl2 3.9471 -0.4748 0.0010
H1 -1.2071 -1.4055 0.0219
H2 -2.4787 1.3966 0.0211
H3 1.2136 -1.4233 0.0118
H4 2.4607 1.3809 -0.0046

Forces on the atoms, in the same order (eV/Å):
-0.032 -0.732 0.007
-0.012 0.755 -0.050
-0.301 0.485 0.141
0.066 -0.395 -0.019
0.265 0.087 0.023
-0.004 -0.765 0.078
-0.089 -0.892 0.001
-0.108 0.075 0.000
-0.026 -0.204 -0.085
0.044 0.062 -0.041
0.067 0.701 -0.041
0.130 0.824 -0.013

The HOMO energy comes out at -10.1 eV. The total energy comes out at -1188.50996 Eh. For the LUMO energy, the calculation gives -0.72 eV. Its spin multiplicity is 1. Its energy relative to the best compared isomer or geometry (same formula, charge and spin) is 0.0 kcal/mol.


Entry 4:
Formula: C5H4ClN
Source: the OMol25 dataset
Level of theory: the ωB97M-V functional and the def2-TZVPD basis

Geometry (Å):
C1 0.2946 -1.9319 -0.0068
C2 -1.3102 0.1757 0.1045
C3 -0.0513 0.7086 -0.6869
C4 0.9341 0.9399 0.3501
C5 -0.2761 -0.7391 -0.3707
N1 0.7657 -2.9745 0.1893
Cl1 2.6033 1.1208 0.0505
H1 -1.5057 0.3761 1.0907
H2 -2.3336 0.2049 -0.4601
H3 0.0972 1.1847 -1.7394
H4 0.7821 0.9349 1.4789

Forces on the atoms, in the same order (eV/Å):
0.021 0.524 -0.751
-1.650 -0.102 -4.861
0.346 -1.028 0.693
2.028 2.657 2.704
-2.079 -1.015 -0.771
0.109 -0.236 0.261
0.044 -0.016 -0.503
0.280 0.668 2.415
2.032 -0.291 0.719
-0.717 -1.061 2.043
-0.412 -0.099 -1.948

The HOMO energy (alpha / beta) comes out at -7.3 / -11.2 eV. The total energy comes out at -707.65951 Eh. For the LUMO energy (alpha / beta), the calculation gives 0.86 / -1.91 eV. Its spin multiplicity is 3. Its energy relative to the best compared isomer or geometry (same formula, charge and spin) is 0.0 kcal/mol. As for the expectation value of S²: 2.02.


Entry 5:
Formula: C5H4ClN2O
Source: the OMol25 dataset
Level of theory: the ωB97M-V functional and the def2-TZVPD basis

Geometry (Å):
C1 -1.9655 1.0548 0.1393
C2 -0.6033 1.4637 -0.2334
C3 -1.9541 -0.2845 0.3419
C4 -0.0236 0.3233 0.0247
C5 2.2359 0.0021 -0.0530
N1 1.8956 -2.3155 0.0069
N2 2.1330 -1.1821 -0.3036
O1 -0.6779 -0.7727 0.2669
Cl1 3.2977 1.2815 -0.0322
H1 -2.7894 1.8215 0.2293
H2 -0.2838 2.4307 -0.4139
H3 -2.7813 -0.9276 0.7646
H4 1.5167 -2.8952 -0.7375

Forces on the atoms, in the same order (eV/Å):
0.391 4.613 -1.358
-6.547 0.061 1.277
-2.208 -2.201 1.821
7.867 -2.251 -0.367
-1.483 -0.999 -0.580
-0.808 -3.269 0.666
2.016 4.155 0.450
-1.688 -0.058 0.030
-0.437 -0.529 -0.197
0.714 -1.529 -0.071
0.848 1.440 -0.446
1.262 0.577 -0.862
0.072 -0.011 -0.365

The HOMO energy (alpha / beta) comes out at -12.1 / -13.9 eV. The total energy comes out at -837.29542 Eh. The total charge is +1. For the LUMO energy (alpha / beta), the calculation gives -3.70 / -7.81 eV. Its spin multiplicity is 3. As for the expectation value of S²: 2.05.


Entry 6:
Formula: C5H4CoO4
Source: the OMol25 dataset
Level of theory: the ωB97M-V functional and the def2-TZVPD basis

Geometry (Å):
C1 -3.3360 0.3021 -0.2428
C2 -3.5931 1.4523 -0.5268
H1 -3.4106 0.1654 0.9062
H2 -1.0424 1.5265 0.4957
O1 0.0921 -0.2008 -0.3837
C3 0.5896 1.0377 -0.3689
O2 1.7346 1.2797 -0.7258
O3 -0.1843 1.8938 0.1751
Co1 2.9197 2.5638 -0.8854
C4 1.2595 -1.7024 0.5176
C5 0.9373 -1.3089 -0.6782
O4 1.5344 -2.3012 1.5414
H3 1.5005 -1.6035 -1.5691
H4 0.9989 -3.1042 1.7448

Forces on the atoms, in the same order (eV/Å):
0.897 -6.269 4.339
-2.281 7.510 -3.325
0.067 -1.247 -1.143
0.801 0.311 -0.008
-0.321 0.960 -1.481
-2.091 -1.715 1.298
-0.063 -1.119 -0.470
-0.245 0.429 -0.242
2.325 2.419 -0.449
1.161 -3.204 0.748
0.700 1.050 1.646
-0.022 1.327 -0.991
-0.612 0.222 -0.374
-0.317 -0.673 0.454

The HOMO energy (alpha / beta) comes out at -27.3 / -27.3 eV. The total energy comes out at -1874.23000 Eh. The total charge is +4. For the LUMO energy (alpha / beta), the calculation gives -17.67 / -20.59 eV. Its spin multiplicity is 6. Its energy relative to the best compared isomer or geometry (same formula, charge and spin) is 22.8 kcal/mol. As for the expectation value of S²: 8.76.


Entry 7:
Formula: C5H4F2O
Source: the OMol25 dataset
Level of theory: the ωB97M-V functional and the def2-TZVPD basis

Geometry (Å):
C1 -1.6796 -0.2270 -0.5509
C2 -0.2401 -0.0019 -0.1739
C3 0.3343 0.1844 1.1388
C4 1.6669 0.4183 1.0229
F1 2.5171 0.9239 1.9005
O1 1.9862 0.2331 -0.3180
C5 0.9124 -0.0898 -0.9529
F2 1.0137 -0.5712 -2.2263
H1 -2.4387 -0.0987 0.2719
H2 -1.7215 -1.3862 -0.6568
H3 -1.9990 0.2513 -1.4813
H4 -0.3517 0.3639 2.0260

Forces on the atoms, in the same order (eV/Å):
-0.197 -3.037 0.774
1.915 -0.338 -0.540
-1.739 1.597 1.367
-2.107 -0.530 -0.886
0.280 -0.467 -1.044
3.406 0.463 1.722
-4.301 -0.603 -0.969
0.399 1.016 1.495
1.065 0.556 -0.734
-0.328 1.779 -0.444
0.148 -0.105 0.309
1.459 -0.330 -1.051

The HOMO energy comes out at -8.5 eV. The total energy comes out at -467.82899 Eh. For the LUMO energy, the calculation gives 0.82 eV. Its spin multiplicity is 1. Its energy relative to the best compared isomer or geometry (same formula, charge and spin) is 20.4 kcal/mol.


Entry 8:
Formula: C5H4F6N3O
Source: the OMol25 dataset
Level of theory: the ωB97M-V functional and the def2-TZVPD basis

Geometry (Å):
N1 -1.1549 1.9872 0.4991
C1 0.0273 2.4217 0.8398
N2 1.2053 1.9564 0.4859
C2 1.3989 0.7767 -0.4803
O1 2.3853 0.6662 -1.1245
N3 0.1594 0.1088 -0.6832
C3 -0.0746 -1.1097 -0.4995
C4 0.8282 -2.1322 0.2531
F1 1.7004 -2.5748 -0.5913
F2 1.4632 -1.3506 1.1725
F3 0.2091 -3.0876 0.9359
C5 -1.4732 -1.6550 -0.8666
F4 -1.8908 -0.9489 -1.8959
F5 -1.4150 -2.9111 -1.0105
F6 -2.3782 -1.3726 0.1366
H1 -1.3027 1.1431 -0.0866
H2 -1.9990 2.4624 0.6615
H3 0.1785 3.2998 1.4730
H4 2.1328 2.3204 0.7809

Forces on the atoms, in the same order (eV/Å):
0.605 -1.360 -0.783
0.548 1.161 0.589
1.097 -3.002 -1.820
-0.656 1.194 0.240
-0.483 -0.044 0.812
1.141 -0.382 -0.310
-0.926 -0.899 1.122
-0.023 2.055 1.168
0.790 -1.127 -0.606
0.247 -0.342 0.084
0.155 0.368 -0.751
-0.231 3.182 1.621
-0.436 -0.500 -1.082
-0.361 -2.252 -1.165
0.916 -0.180 -0.261
0.621 0.901 0.433
-0.795 1.173 0.834
-0.915 -0.066 -0.092
-1.296 0.122 -0.034

The HOMO energy comes out at -15.6 eV. The total energy comes out at -1031.38075 Eh. The total charge is +1. For the LUMO energy, the calculation gives -4.96 eV. Its spin multiplicity is 1. Its energy relative to the best compared isomer or geometry (same formula, charge and spin) is 25.4 kcal/mol.


Entry 9:
Formula: C5H4FNS
Source: the OMol25 dataset
Level of theory: the ωB97M-V functional and the def2-TZVPD basis

Geometry (Å):
C1 2.4458 -1.3708 -0.7576
C2 1.5317 -0.7784 -0.2635
C3 0.6166 0.1011 0.4236
F1 0.9009 0.2258 1.6935
C4 0.7472 1.4950 -0.2771
N1 -0.5860 1.2730 -0.8356
C5 -0.9526 0.2233 -0.1226
S1 -2.1802 -0.8265 0.0075
H1 3.3964 -1.7478 -1.4387
H2 0.5979 2.5102 0.3980
H3 1.6151 1.5632 -0.8905
H4 -1.0653 1.9331 -1.5972

Forces on the atoms, in the same order (eV/Å):
3.405 -1.141 -2.859
-0.215 -0.685 0.301
-1.233 2.630 -2.361
-0.099 -0.660 2.731
-1.584 2.711 1.947
-0.565 2.851 -3.205
1.374 -2.417 0.492
-0.106 0.607 0.015
-3.278 1.011 2.484
1.075 -2.792 -1.105
0.268 0.306 -0.939
0.959 -2.422 2.499

The HOMO energy comes out at -8.5 eV. The total energy comes out at -745.57137 Eh. For the LUMO energy, the calculation gives 0.53 eV. Its spin multiplicity is 1. Its energy relative to the best compared isomer or geometry (same formula, charge and spin) is 103.3 kcal/mol.


Entry 10:
Formula: C5H4INS
Source: the OMol25 dataset
Level of theory: the ωB97M-V functional and the def2-TZVPD basis

Geometry (Å):
N1 -1.7611 -0.7767 -2.2075
C1 -0.7496 -0.8394 -1.5967
C2 0.1800 -0.4596 -0.6602
C3 -0.0502 0.0967 0.6220
C4 1.1817 0.3984 1.2637
C5 2.2782 0.1252 0.5004
S1 1.8457 -0.6009 -1.0205
H1 -1.0063 0.0058 1.1176
H2 1.1972 0.6060 2.2893
H3 3.1925 -0.1109 0.9904
I1 -3.6940 1.0855 -0.1756
H4 -2.6141 0.4700 -1.1229

Forces on the atoms, in the same order (eV/Å):
3.088 -1.171 0.966
-4.792 0.899 -2.357
1.579 0.770 2.527
0.734 -1.359 -1.413
-1.056 -0.668 -1.508
-0.875 -1.164 -0.113
0.550 0.728 0.920
-0.066 0.537 -0.159
0.305 0.591 1.228
1.029 0.444 -0.342
-0.983 0.660 0.879
0.487 -0.267 -0.628

The HOMO energy comes out at -9.5 eV. The total energy comes out at -943.50933 Eh. For the LUMO energy, the calculation gives -0.44 eV. Its spin multiplicity is 1. Its energy relative to the best compared isomer or geometry (same formula, charge and spin) is 9.9 kcal/mol.


What is the spin multiplicity in the fourth record?
3


Which value of spin multiplicity does entry 7 give?
1